[1]
Formula: C35H51KN8O6PTe2
Source: the Open Molecules 2025 dataset
Level of theory: ωB97M-V with the def2-TZVPD basis set

Calculated values
* HOMO-LUMO gap: 6.11 eV
* HOMO level: -4.1 eV
* net charge: -1
* electronic energy: -101529.2457 eV
* M: 1005.11 g/mol

Geometry (Å):
K -0.611444 0.370356 -0.587585
N -0.803631 -0.829974 4.148829
C -1.330011 -1.341026 3.011973
N -0.707442 -2.056163 2.149374
C 0.670164 -2.161389 2.280350
N 1.439125 -2.569560 1.318640
N 0.779633 -2.644681 0.076117
C 1.138229 -3.616087 -0.658579
C 0.587517 -3.739035 -2.027586
C 1.136634 -4.657633 -2.918570
C 0.625371 -4.722598 -4.206282
C -0.414835 -3.876789 -4.552826
C -0.907142 -3.001929 -3.590084
N -0.424659 -2.931140 -2.357189
C 1.292492 -1.784541 3.554814
C 2.637430 -2.023934 3.841297
C 3.200310 -1.541678 5.003692
C 2.421947 -0.808820 5.900867
C 1.090204 -0.567647 5.640051
C 0.528519 -1.053366 4.458753
H -1.297173 -0.085204 4.612969
H -2.391467 -1.159367 2.877372
H 1.878510 -4.347383 -0.327866
H 1.952684 -5.294892 -2.604065
H 1.037281 -5.417572 -4.926931
H -0.842935 -3.879495 -5.545873
H -1.711891 -2.308716 -3.819617
H 3.221285 -2.567413 3.111141
H 4.246997 -1.717534 5.213124
H 2.866722 -0.421983 6.809000
H 0.482024 0.002819 6.330843
C 3.247402 0.402597 1.274504
C 2.905435 1.367540 0.149328
C 2.657025 0.596467 -1.147898
C 4.054117 2.354133 -0.065444
O 1.734069 2.188145 0.368793
H 4.134138 -0.167544 0.980636
H 2.436549 -0.299516 1.446164
H 3.457446 0.924418 2.205619
H 3.608211 0.226079 -1.538492
H 2.183517 1.249044 -1.881150
H 2.017600 -0.276298 -0.985419
H 4.963863 1.829642 -0.366282
H 4.265806 2.898022 0.855921
H 3.788454 3.074746 -0.839649
C -1.407956 -0.191551 -5.996609
Te -1.348888 0.891660 -4.077071
C 0.708695 1.067974 -4.626350
C 0.780175 0.970334 -6.120616
C 1.855416 1.488494 -6.835285
C 1.886850 1.426552 -8.220100
C 0.834146 0.837584 -8.905576
C -0.235973 0.310643 -8.198771
C -0.277087 0.364307 -6.808469
H -2.368153 -0.064525 -6.499807
H -1.251622 -1.263458 -5.828812
H 1.278406 0.273715 -4.140929
H 1.064305 2.023831 -4.249227
H 2.667881 1.961943 -6.295963
H 2.724229 1.847485 -8.763740
H 0.843149 0.794549 -9.988001
H -1.063729 -0.145959 -8.730298
C -0.824941 3.936679 4.886566
C -0.741522 2.685854 4.026411
O -0.578656 3.024688 2.679688
P 0.596817 2.229939 1.616274
O 0.126488 0.796572 1.692836
Te -0.616802 3.873868 -0.008118
O 1.770637 2.498052 2.770765
C 2.356997 3.779485 2.848461
C 3.514725 3.712932 3.822934
H -1.021557 3.680292 5.931660
H -1.627496 4.585511 4.534525
H 0.106518 4.502619 4.845354
H -1.695053 2.136853 4.132959
H 0.063974 2.032424 4.377047
H 1.610617 4.510566 3.187144
H 2.693451 4.097394 1.855002
H 3.173838 3.320601 4.782417
H 3.943244 4.703540 3.987777
H 4.299879 3.054772 3.448493
C -3.557939 -3.497177 1.176638
N -4.245876 -2.226090 1.301202
C -5.691701 -2.391036 1.326760
C -3.765768 -1.189924 0.463755
N -2.908944 -1.332962 -0.470053
N -4.315058 0.049168 0.744088
C -4.554503 0.464901 2.111664
C -3.975550 1.157830 -0.128349
H -3.834115 -4.127053 2.024357
H -2.480153 -3.341328 1.196927
H -3.834841 -4.030979 0.254570
H -6.048468 -2.915677 0.428404
H -6.187047 -1.425790 1.376446
H -5.978115 -2.978884 2.201536
H -2.658000 -2.302165 -0.621785
H -4.620382 -0.395963 2.770957
H -5.486850 1.032809 2.179504
H -3.744611 1.120224 2.461898
H -3.866087 0.812513 -1.151820
H -3.048277 1.652720 0.176363
H -4.773999 1.900962 -0.077332
O -0.252773 2.049282 -2.235146
O -1.256028 2.545338 -1.315930

Cartesian forces, eV/Å:
-0.11 -2.00 -0.08
0.00 0.11 -0.06
0.00 -0.08 0.09
0.04 0.10 -0.09
0.36 -0.27 -0.55
-0.80 0.09 -0.31
0.38 -0.17 0.79
-0.05 0.25 -0.04
-0.01 0.05 0.08
-0.08 0.06 -0.02
-0.03 0.04 0.04
0.00 -0.03 -0.02
0.03 0.05 0.05
-0.01 -0.04 -0.01
0.14 0.03 -0.03
-0.06 0.01 -0.02
0.00 -0.01 0.01
0.03 0.00 0.03
0.01 0.00 -0.07
0.02 0.04 0.04
0.00 -0.01 0.03
-0.03 0.01 -0.03
-0.01 -0.01 0.02
0.03 -0.01 0.00
0.00 0.00 -0.01
0.02 -0.02 -0.02
0.05 -0.06 0.02
0.01 -0.01 0.01
0.01 0.00 0.01
-0.01 0.00 0.00
-0.02 0.02 0.01
0.06 -0.05 0.04
-0.10 0.21 -0.02
0.06 -0.07 0.03
-0.01 -0.03 0.02
-0.02 -0.04 -0.27
0.00 -0.01 -0.01
-0.03 0.03 -0.01
0.02 0.02 0.01
0.00 -0.03 -0.06
0.00 0.03 0.00
0.00 0.05 0.07
0.01 -0.02 -0.01
-0.01 0.02 0.03
-0.03 -0.01 -0.02
-0.04 -0.08 -0.04
-0.13 0.12 0.07
0.00 -0.04 0.04
0.06 0.01 0.01
0.00 0.02 -0.01
0.05 0.01 -0.03
0.00 0.00 -0.03
-0.04 -0.02 -0.01
0.01 -0.01 -0.02
0.02 -0.01 -0.02
-0.03 0.07 0.00
0.00 -0.02 -0.01
0.02 0.00 0.01
0.01 0.01 0.00
0.00 0.00 0.00
0.00 0.00 -0.01
0.00 -0.01 -0.02
0.04 0.01 0.07
-0.13 -0.13 0.03
0.12 0.17 -0.15
-0.16 -0.01 0.50
0.20 0.45 0.81
0.08 -0.07 0.23
-0.07 -0.09 -0.09
-0.08 0.11 -0.02
0.01 0.02 0.01
-0.01 -0.01 0.01
-0.02 -0.01 -0.04
0.02 -0.02 -0.01
0.04 -0.06 0.02
0.05 0.00 0.02
0.04 -0.02 -0.01
0.03 0.02 0.03
-0.02 -0.01 0.01
0.00 0.02 -0.03
-0.01 -0.03 -0.01
0.01 -0.04 -0.02
0.02 0.07 -0.03
-0.01 0.00 0.02
0.01 -0.13 0.09
-0.09 0.22 0.08
-0.11 -0.07 -0.03
0.07 0.05 0.04
0.02 0.06 -0.04
-0.01 0.00 -0.01
-0.01 0.00 0.02
0.01 0.00 0.00
-0.01 0.01 0.01
-0.01 0.00 0.00
0.01 0.00 -0.01
0.07 0.01 -0.10
-0.02 -0.02 0.01
0.00 -0.01 -0.01
0.00 -0.03 0.00
0.02 -0.01 -0.01
0.03 0.01 -0.03
-0.02 -0.01 0.00
0.22 0.71 -0.59
-0.11 0.58 -0.37

Results of the Mulliken charge analysis, in e, for atoms 1 through 8:
1 K 1.133
2 N 0.182
3 C -0.818
4 N -0.182
5 C -0.238
6 N -0.832
7 N 0.925
8 C -0.975

***

[2]
Formula: C10H14N2NiP
Source: the Open Molecules 2025 dataset
Level of theory: ωB97M-V with the def2-TZVPD basis set

Calculated values
* HOMO-LUMO gap (alpha / beta): 3.89 / 6.34 eV
* HOMO level (alpha / beta): -0.2 / -2.7 eV
* net charge: -1
* spin multiplicity: 3
* electronic energy: -63905.7972 eV
* M: 251.90 g/mol

Geometry (Å):
C 1.072049 -0.066425 -2.171802
C -0.064190 0.612861 -2.773874
C -1.101944 -0.339421 -2.968872
C -0.656039 -1.572364 -2.372716
C 0.710383 -1.404027 -1.974720
Ni -0.702307 -0.095654 -1.130080
P 0.779751 2.441650 -0.484120
H 2.032639 0.364960 -1.894126
H -0.097632 1.659935 -3.018316
H -2.010079 -0.146884 -3.517796
H 1.429349 -2.135165 -1.627150
H -1.194311 -2.508601 -2.442119
H -0.412335 3.005977 0.038933
H 1.061239 3.467805 -1.451444
H 1.708282 2.863508 0.501840
N 1.717508 -1.046123 0.988300
C 0.479136 -0.832153 1.525476
C 0.312762 -1.004828 2.911336
C -0.783280 -0.413564 3.530826
C -1.760526 0.168545 2.692622
C -1.703373 0.037772 1.320702
N -0.555075 -0.443533 0.717099
H 2.043567 -0.552719 0.149536
H 2.451182 -1.308008 1.638142
H 1.149693 -1.456399 3.449344
H -0.844310 -0.393246 4.624138
H -2.600441 0.696454 3.128616
H -2.461696 0.399648 0.610227

Cartesian forces, eV/Å:
0.45 0.13 -1.49
1.48 0.24 -1.04
-0.20 -0.42 -0.97
0.05 -1.31 -1.95
0.34 -0.05 -0.83
-0.44 0.64 3.72
0.14 0.09 0.08
-0.31 -0.06 -0.25
-0.03 0.08 -0.29
-0.14 -0.15 0.10
-0.52 -0.14 0.34
0.09 0.04 0.17
0.32 0.24 0.09
-0.10 -0.03 0.49
-0.23 0.52 0.09
1.49 -0.43 -1.15
-1.61 0.32 1.04
1.77 -0.60 -1.71
-1.72 0.82 0.71
-0.30 -0.26 0.50
-0.37 0.46 0.93
1.28 -0.29 0.60
-0.76 -0.41 0.70
-0.43 0.32 -0.21
-0.19 0.30 0.06
-0.18 0.14 -0.46
-0.13 -0.09 0.06
0.22 -0.14 0.68

Results of the Mulliken charge analysis, in e, for atoms 1 through 8:
1 C -0.387
2 C -0.911
3 C -0.638
4 C -0.703
5 C -0.233
6 Ni -0.232
7 P -0.119
8 H 0.627

***

[3]
Formula: C47H58FN3O6
Source: the Open Molecules 2025 dataset
Level of theory: ωB97M-V with the def2-TZVPD basis set

Calculated values
* HOMO-LUMO gap: 8.68 eV
* HOMO level: -9.5 eV
* net charge: 0
* electronic energy: -69147.1751 eV
* M: 779.99 g/mol

Geometry (Å):
H 1.812938 -4.976378 -3.369788
N 2.713296 -5.075763 -2.904960
C 3.464032 -4.083017 -3.136565
C 4.885438 -3.936626 -2.623684
C 5.007474 -3.802938 -1.117510
C 4.207105 -4.545388 -0.259407
C 4.285246 -4.453453 1.101845
C 3.383757 -5.225485 2.047065
C 2.475212 -4.186017 2.794596
C 0.952407 -4.511870 2.692114
C 0.107895 -3.302162 2.256014
C -1.354488 -3.390906 2.737723
C -2.298166 -2.534226 1.875392
C -3.634485 -2.221758 2.577844
C -4.770207 -1.890398 1.560881
C -5.530053 -0.568654 1.869513
C -5.311454 0.483755 0.761754
C -6.091974 1.795473 0.973506
C -7.600650 1.546338 1.254226
C -7.881831 1.755742 2.772252
C -7.987210 3.262560 3.076388
C -9.397079 3.811882 2.751618
C -9.620438 5.229921 3.316160
C 5.230467 -3.612597 1.690504
C 6.024193 -2.877316 0.859195
C 5.914933 -2.942352 -0.529686
C 6.829169 -2.030018 -1.296583
O 6.514791 -1.462474 -2.334444
C 8.195429 -1.772468 -0.708100
C 9.328703 -1.536162 -1.464382
C 9.306381 -1.508274 -2.990021
C 8.962316 -0.037516 -3.412790
C 10.112794 0.639937 -4.167712
F 9.953670 2.023944 -4.049121
C 10.543304 -1.296232 -0.848223
C 10.633007 -1.294001 0.528798
C 9.496841 -1.510659 1.276484
C 8.288261 -1.739608 0.683753
C 7.047297 -1.971560 1.511205
O 6.909441 -1.498161 2.623477
H 3.097852 -3.272450 -3.790088
H 5.409124 -4.867836 -2.898747
H 5.376715 -3.140307 -3.178281
H 3.469419 -5.228096 -0.676253
H 3.996597 -5.757023 2.784602
H 2.768905 -5.965332 1.527508
H 2.604732 -3.207234 2.317134
H 2.763762 -4.067105 3.843021
H 0.774669 -5.381591 2.051920
H 0.623604 -4.791962 3.705043
H 0.536927 -2.349193 2.587502
H 0.080739 -3.285990 1.155315
H -1.413530 -3.031997 3.774670
H -1.711779 -4.428579 2.693119
H -1.833090 -1.568970 1.627721
H -2.548682 -3.053075 0.940910
H -3.975744 -3.071494 3.185416
H -3.562801 -1.359273 3.250465
H -4.360962 -1.790561 0.545435
H -5.506677 -2.699876 1.514210
H -5.264202 -0.113933 2.831493
H -6.597002 -0.817935 1.933746
H -4.230391 0.700078 0.780210
H -5.514657 0.067156 -0.233875
H -6.039290 2.412607 0.064610
H -5.641892 2.400442 1.769935
H -8.253339 2.222791 0.688706
H -7.884972 0.530304 0.953769
H -8.814300 1.244053 3.040299
H -7.039799 1.335504 3.332906
H -7.789668 3.483473 4.135049
H -7.278056 3.846612 2.473546
H -9.487628 3.836362 1.660666
H -10.163084 3.112728 3.113754
H -9.961443 5.180504 4.357408
H -8.679588 5.786429 3.258774
H -10.424171 5.715879 2.755747
H 5.317363 -3.527351 2.769103
H 8.522058 -2.161243 -3.372980
H 10.288293 -1.763786 -3.398630
H 8.747785 0.578602 -2.531974
H 8.071895 0.010535 -4.047595
H 10.032852 0.367897 -5.227092
H 11.100474 0.396757 -3.762684
H 11.436255 -1.125832 -1.443950
H 11.593240 -1.108930 1.000764
H 9.608454 -1.505169 2.358274
O -10.612199 5.296621 0.223118
N -11.119648 5.580299 -0.844379
O -12.057174 6.338250 -0.984728
C -10.557471 4.954404 -2.049486
C -9.511579 4.057838 -1.918226
C -8.997288 3.451030 -3.052666
C -9.528163 3.748217 -4.300983
C -10.571312 4.657449 -4.418048
C -11.092002 5.265776 -3.286804
H -9.096504 3.824967 -0.947768
H -8.183653 2.743559 -2.963320
H -9.128221 3.268908 -5.185515
H -10.981339 4.889558 -5.391710
H -11.905611 5.970593 -3.379964
O 2.826665 4.656835 0.258431
N 3.819781 4.875957 -0.406598
O 4.255417 5.983296 -0.650950
C 4.541830 3.720436 -0.957375
C 4.052321 2.446103 -0.728455
C 4.722653 1.359807 -1.268343
C 5.871188 1.556356 -2.023678
C 6.356535 2.840553 -2.236823
C 5.689333 3.931751 -1.702121
H 3.158894 2.290770 -0.140986
H 4.348357 0.357332 -1.103062
H 6.387934 0.706124 -2.447183
H 7.254290 2.990575 -2.823482
H 6.066527 4.930003 -1.871444

Cartesian forces, eV/Å:
0.05 0.07 0.01
0.37 -0.12 0.18
-0.37 0.35 -0.45
-0.19 -0.93 -0.27
-0.23 0.53 -0.34
-0.69 -0.70 -0.66
0.18 -0.62 1.43
-0.08 0.77 0.28
-0.65 -0.34 -0.78
0.39 0.50 1.14
-0.57 -0.63 -0.42
0.10 0.50 -0.43
-0.45 0.09 0.63
-0.69 -0.07 -0.58
0.07 0.60 0.34
-0.49 -0.21 -0.71
0.45 0.25 0.58
-0.64 -0.14 -0.81
0.25 0.05 0.89
0.23 0.40 -0.77
-0.96 0.04 0.27
0.45 0.04 -0.09
-0.34 -0.73 -0.13
-0.51 -0.23 -0.20
0.84 0.89 0.84
0.86 0.64 -0.33
0.36 0.44 -0.49
-0.08 -0.61 0.45
-0.86 -0.27 0.47
0.31 -0.34 -1.72
-0.72 1.14 0.39
0.40 0.07 -0.25
-0.68 -0.14 0.27
0.07 -0.08 -0.24
0.32 -0.02 0.30
0.39 0.17 -0.32
0.77 0.22 1.42
-0.84 -0.19 0.04
0.23 0.07 -0.07
0.08 -0.51 -0.72
0.27 -0.02 0.24
-0.15 0.13 0.06
-0.11 0.04 0.35
0.19 0.12 -0.07
-0.05 -0.01 -0.23
0.14 0.14 -0.05
0.18 -0.16 0.13
0.04 -0.08 -0.17
-0.05 0.21 -0.01
-0.08 -0.13 -0.27
0.05 -0.21 0.01
0.17 0.18 0.16
0.00 -0.28 -0.09
0.12 0.14 0.20
0.06 -0.27 -0.13
0.34 0.07 0.07
0.29 0.10 -0.04
0.35 -0.24 0.02
0.07 -0.12 0.22
0.25 -0.01 0.03
0.14 -0.27 -0.08
0.14 0.22 0.09
-0.20 0.08 -0.21
-0.18 -0.04 0.24
0.34 -0.17 0.13
-0.12 -0.20 -0.01
0.22 -0.03 0.02
0.10 0.17 -0.02
0.21 0.10 0.22
-0.29 -0.17 0.01
0.14 -0.18 -0.17
0.10 -0.21 0.22
-0.17 0.02 0.18
0.11 0.18 0.02
0.31 0.04 -0.07
-0.30 0.19 -0.01
0.32 0.19 0.04
0.05 0.05 -0.14
0.36 -0.12 -0.07
-0.18 -0.26 0.12
0.08 -0.18 -0.08
0.09 -0.15 0.15
0.39 0.19 0.11
-0.13 -0.04 -0.07
-0.16 -0.05 -0.02
-0.17 -0.07 0.06
-0.38 0.01 -0.12
-0.07 0.07 -0.13
-0.03 0.06 0.08
0.02 -0.02 -0.02
0.13 -0.15 -0.26
0.17 -0.14 0.15
-0.08 0.05 -0.11
0.00 0.00 -0.01
0.11 -0.09 0.06
-0.18 0.13 -0.17
-0.11 0.10 0.05
-0.01 0.02 0.03
0.00 0.02 0.01
-0.01 0.02 0.03
0.01 0.00 0.17
0.02 -0.02 -0.02
-0.05 0.09 0.06
0.01 -0.03 0.00
0.15 -0.25 -0.13
-0.18 -0.18 0.10
0.10 0.07 -0.05
0.07 0.05 -0.07
-0.11 -0.08 0.07
0.19 0.15 -0.12
0.00 0.17 0.01
0.00 0.02 0.00
-0.06 0.05 0.03
-0.01 0.02 0.02
-0.14 0.04 0.09

Results of the Mulliken charge analysis, in e, for atoms 1 through 8:
1 H 0.248
2 N -0.606
3 C -0.213
4 C -0.394
5 C 0.206
6 C -1.225
7 C 0.644
8 C -1.143

***

Question: What is the M in the third record?
Answer: 779.99 g/mol

***

Question: Look up the M of the first one.
Answer: 1005.11 g/mol

***

Question: Look up the M of the third one.
Answer: 779.99 g/mol

***

Question: What is the M in the third record?
Answer: 779.99 g/mol